(1)
# C5H8IN2

An isolated ion of composition C5H8IN2 and charge +1 (the ωB97M-V functional and the def2-TZVPD basis, the OMol25 dataset).

ORCA input file:
```
! wB97M-V def2-TZVPD RIJCOSX def2/J DEFGRID3
* xyz 1 3
C -0.338 1.363 -2.574
C 0.317 0.277 -1.860
C -1.051 2.263 -1.945
C -0.948 0.931 1.481
C 0.627 -0.993 0.110
N -0.780 0.884 0.069
N 0.123 0.174 -0.518
I -2.329 3.678 -1.434
H -0.305 1.415 -3.754
H 0.764 -0.394 -2.547
H -0.056 1.133 2.155
H -1.386 1.831 1.611
H -1.641 0.024 1.721
H 0.467 -1.071 1.203
H 0.172 -1.936 -0.254
H 1.755 -1.202 -0.036
*
```

Properties
ΔE to the lowest compared entry with this formula, charge and spin ... 287.82 kJ/mol
HOMO level (alpha / beta) ... -11.5 / -13.8 eV
F_max ... 5.0 eV Å⁻¹
DFT total energy ... -602.031454 a.u.
HOMO-LUMO gap (alpha / beta) ... 0.243 / 0.278 hartree

Results of the Löwdin charge analysis, in e, for atoms 1 through 2: atom 1 (C): -0.1844, atom 2 (C): 0.0296



(2)
# C6H12N2O4

A 2-piece molecular cluster, C6H12N2O4 overall (the ωB97M-V functional and the def2-TZVPD basis, the OMol25 dataset).

ORCA input file:
```
! wB97M-V def2-TZVPD RIJCOSX def2/J DEFGRID3
* xyz 0 1
O 2.924 -0.315 -1.162
N 2.605 0.217 -0.065
O 2.795 1.536 0.102
C 2.194 -0.532 0.898
O 1.963 -1.820 0.643
H 3.268 1.867 -0.727
H 1.899 -0.109 1.828
H 2.264 -1.976 -0.194
C -1.263 -1.857 0.463
N -0.838 -0.490 0.327
C -0.217 -0.262 -0.948
C -0.179 1.027 -1.369
O -0.930 2.112 -0.819
C -2.041 1.579 -0.103
C -1.658 0.513 0.884
H -1.712 -1.984 1.444
H -2.081 -2.209 -0.263
H -0.451 -2.549 0.468
H -0.023 -1.046 -1.626
H 0.375 1.520 -2.210
H -2.832 1.054 -0.737
H -2.609 2.520 0.222
H -0.967 1.127 1.513
H -2.484 0.079 1.428
*
```

Properties
ΔE to the lowest compared entry with this formula, charge and spin ... 676.14 kJ/mol
HOMO level ... -7.6 eV
F_max ... 4.4 eV Å⁻¹
DFT total energy ... -646.078928 a.u.
HOMO-LUMO gap ... 0.308 hartree

Results of the Löwdin charge analysis, in e, for atoms 1 through 2: atom 1 (O): -0.0647, atom 2 (N): -0.3627